1.
9 unconnected molecules or ions with the total composition C52H88ClFN8O6S, computed with ωB97M-V/def2-TZVPD.

Each line ends with the Löwdin charge.
Cartesian coordinates (Å):
C  6.24  1.47  0.19  0.006
C  5.60  0.51  -0.47  -0.186
C  4.13  0.64  -0.86  -0.137
C  3.41  -0.76  -0.82  -0.261
O  2.92  -1.19  -2.11  -0.155
S  1.33  -1.30  -2.28  0.702
O  1.06  -0.98  -3.65  -0.259
O  0.80  -2.62  -2.03  -0.245
C  0.52  -0.09  -1.13  -0.310
C  -0.98  -0.31  -1.50  -0.181
O  -1.99  0.51  -1.00  -0.095
C  -1.85  1.38  0.11  -0.207
C  -2.11  2.85  -0.27  -0.205
O  -3.41  3.01  -0.77  -0.127
C  -3.45  2.99  -2.19  -0.267
C  -2.88  4.29  -2.82  -0.063
C  0.85  1.38  -1.51  -0.521
Cl  1.33  2.45  -0.09  0.713
C  1.76  1.72  -2.71  -0.255
C  0.89  2.10  -3.96  -0.105
C  0.97  -0.61  0.28  -0.191
C  0.13  -1.76  0.88  -0.049
C  -1.29  -1.39  1.31  -0.472
O  -1.55  -0.71  2.20  0.177
F  -2.31  -1.94  0.62  0.110
C  2.50  -1.05  0.40  -0.326
C  2.69  -2.59  0.65  -0.027
C  3.08  -0.42  1.69  -0.091
C  2.49  -0.53  2.89  0.020
H  7.26  1.74  -0.07  0.056
H  5.72  1.93  1.04  0.064
H  6.10  -0.44  -0.73  0.076
H  4.18  1.04  -1.87  0.114
H  3.70  1.35  -0.15  0.069
H  4.29  -1.40  -0.69  0.098
H  -1.23  -1.37  -1.31  0.118
H  -1.02  -0.24  -2.59  0.134
H  -0.93  1.29  0.69  0.078
H  -2.65  1.14  0.83  0.124
H  -1.32  3.28  -0.90  0.097
H  -2.07  3.39  0.69  0.127
H  -2.89  2.16  -2.62  0.105
H  -4.50  2.86  -2.47  0.080
H  -1.80  4.11  -2.99  0.054
H  -3.32  4.51  -3.79  0.071
H  -2.94  5.14  -2.13  0.079
H  -0.09  1.85  -1.79  0.065
H  2.32  2.63  -2.47  0.090
H  2.48  0.99  -3.05  0.076
H  -0.15  1.77  -3.85  0.058
H  1.27  1.60  -4.84  0.059
H  0.91  3.18  -4.12  0.068
H  0.88  0.17  1.04  0.093
H  0.04  -2.66  0.27  0.121
H  0.52  -1.98  1.88  0.111
H  3.74  -2.88  0.58  0.069
H  2.14  -3.22  -0.07  0.081
H  2.41  -2.87  1.67  0.075
H  4.04  0.10  1.68  0.107
H  2.06  -1.46  3.27  0.069
H  2.46  0.36  3.51  0.044
C  9.08  -1.88  -2.40  -0.103
C  9.60  -2.69  -1.21  -0.255
C  8.67  -3.84  -0.82  -0.168
C  7.35  -3.32  -0.43  -0.189
N  6.33  -2.91  -0.13  0.186
H  8.12  -1.40  -2.17  0.060
H  9.78  -1.10  -2.66  0.075
H  8.94  -2.52  -3.28  0.079
H  9.73  -2.03  -0.36  0.110
H  10.58  -3.10  -1.46  0.109
H  9.08  -4.40  0.02  0.119
H  8.54  -4.54  -1.66  0.122
C  -5.64  -2.54  -1.17  -0.103
C  -6.17  -1.48  -0.21  -0.267
C  -7.10  -0.47  -0.90  -0.180
C  -6.37  0.24  -1.96  -0.201
N  -5.78  0.78  -2.77  0.178
H  -5.03  -2.10  -1.96  0.066
H  -5.01  -3.26  -0.64  0.070
H  -6.46  -3.10  -1.64  0.076
H  -5.33  -0.96  0.24  0.108
H  -6.72  -1.97  0.59  0.084
H  -7.46  0.26  -0.17  0.085
H  -7.96  -0.98  -1.33  0.120
C  -5.70  -0.72  -8.00  -0.106
C  -6.51  -0.25  -6.80  -0.255
C  -6.14  -0.99  -5.51  -0.198
C  -6.39  -2.44  -5.66  -0.243
N  -6.59  -3.55  -5.78  0.143
H  -5.88  -1.77  -8.23  0.074
H  -5.97  -0.15  -8.89  0.075
H  -4.62  -0.59  -7.83  0.050
H  -7.57  -0.39  -7.01  0.112
H  -6.34  0.82  -6.65  0.107
H  -6.73  -0.62  -4.68  0.083
H  -5.09  -0.84  -5.27  0.113
C  -7.70  -3.40  3.94  -0.107
C  -8.23  -2.34  4.90  -0.263
C  -9.15  -1.32  4.21  -0.179
C  -8.43  -0.62  3.14  -0.213
N  -7.86  -0.07  2.32  0.180
H  -7.09  -2.97  3.15  0.062
H  -7.08  -4.12  4.48  0.074
H  -8.52  -3.95  3.48  0.078
H  -7.38  -1.81  5.35  0.112
H  -8.78  -2.82  5.71  0.108
H  -9.51  -0.59  4.93  0.117
H  -10.02  -1.83  3.78  0.120
C  -1.95  2.61  6.12  -0.111
C  -2.37  2.72  4.66  -0.253
C  -1.43  1.98  3.70  -0.180
C  -0.07  2.54  3.79  -0.233
N  0.98  2.97  3.86  0.155
H  -0.97  3.07  6.28  0.069
H  -2.66  3.12  6.76  0.070
H  -1.89  1.56  6.43  0.076
H  -2.43  3.77  4.38  0.112
H  -3.38  2.31  4.54  0.111
H  -1.78  2.07  2.68  0.084
H  -1.39  0.92  3.95  0.105
C  6.35  -1.72  5.56  -0.115
C  5.89  -1.64  4.12  -0.280
C  6.82  -2.34  3.13  -0.190
C  8.16  -1.72  3.16  -0.244
N  9.19  -1.25  3.18  0.139
H  7.31  -1.23  5.73  0.072
H  5.61  -1.23  6.20  0.041
H  6.44  -2.76  5.89  0.076
H  5.79  -0.59  3.83  0.098
H  4.90  -2.09  4.04  0.101
H  6.41  -2.26  2.12  0.065
H  6.91  -3.40  3.37  0.121
C  -2.58  2.40  -9.64  -0.107
C  -2.27  1.03  -9.05  -0.262
C  -2.27  1.02  -7.52  -0.189
C  -1.24  1.95  -7.00  -0.212
N  -0.45  2.66  -6.60  0.175
H  -1.83  3.14  -9.36  0.071
H  -2.60  2.35  -10.72  0.072
H  -3.55  2.76  -9.29  0.076
H  -1.30  0.69  -9.42  0.114
H  -3.01  0.31  -9.40  0.095
H  -2.05  0.02  -7.14  0.119
H  -3.24  1.33  -7.13  0.110
C  4.13  1.52  9.40  -0.111
C  5.29  2.22  8.69  -0.263
C  4.90  2.78  7.32  -0.176
C  4.45  1.69  6.43  -0.209
N  4.11  0.85  5.75  0.183
H  3.79  0.65  8.84  0.069
H  4.45  1.17  10.39  0.072
H  3.29  2.20  9.54  0.077
H  6.12  1.52  8.58  0.110
H  5.65  3.04  9.32  0.107
H  5.75  3.28  6.86  0.118
H  4.09  3.50  7.42  0.121

SMILES: C=CC[C@@H]1OS(=O)(=O)[C@](COCCOCC)([C@@H](Cl)CC)[C@@H](CC(=O)F)[C@]1(C)C=C.CCCC#N.CCCC#N.CCCC#N.CCCC#N.CCCC#N.CCCC#N.CCCC#N.CCCC#N
DFT total energy: -105625.382 eV
LUMO level: 0.5 eV

=====

2.
A molecular structure, C13H9AsBrMgO8SSbSe4, computed with ωB97M-V/def2-TZVPD.

Each line ends with the Löwdin charge.
Cartesian coordinates (Å):
Mg  0.60  -1.76  -0.56  0.177
O  -0.66  -1.94  3.57  -0.269
As  -0.40  -1.17  1.98  0.913
O  -0.30  0.44  2.28  -0.455
O  0.94  -1.99  1.34  -0.469
C  -2.21  -1.62  1.18  -0.171
C  -3.19  -1.40  2.14  -0.109
C  -4.54  -1.61  1.88  -0.088
C  -4.94  -2.03  0.63  -0.088
C  -3.99  -2.24  -0.36  -0.073
C  -2.64  -2.04  -0.11  -0.221
S  -1.54  -2.49  -1.48  0.528
O  -2.35  -3.08  -2.51  -0.285
O  -0.54  -3.40  -0.85  -0.338
O  -0.81  -1.24  -1.87  -0.321
H  -0.13  -1.41  4.18  0.032
H  -2.88  -1.06  3.12  0.094
H  -5.27  -1.45  2.66  0.098
H  -5.99  -2.21  0.42  0.098
H  -4.27  -2.57  -1.35  0.103
Br  0.76  6.88  0.67  0.639
C  1.17  5.07  0.21  -0.693
C  0.30  4.06  0.60  -0.125
C  0.61  2.75  0.26  -0.006
C  1.77  2.46  -0.45  -0.103
C  2.63  3.49  -0.81  -0.017
C  2.34  4.81  -0.48  -0.141
C  2.12  1.02  -0.82  -0.599
O  3.22  0.81  -1.33  -0.049
O  1.20  0.18  -0.56  -0.147
H  -0.60  4.30  1.15  0.094
H  -0.03  1.93  0.57  0.087
H  3.53  3.23  -1.35  0.117
H  3.00  5.61  -0.76  0.089
Se  6.89  -1.53  -1.47  -0.214
Sb  4.86  -1.72  -2.73  -0.121
Se  3.80  -4.06  -2.50  -0.020
Se  4.88  -0.92  -4.99  -0.214
Se  2.67  -2.11  -1.52  0.270

DFT total energy: -445098.310 eV
LUMO level: 3.8 eV
Total charge: -2